The following is a DFT calculation (wB97M-V/def2-TZVPD) of a structure of composition C31H43BrIMnN3O3.

Cartesian coordinates (Å):
Mn: -0.05570 0.08441 0.26345
C: -0.90335 1.96883 1.09797
C: -0.37040 2.14076 -0.21792
C: -1.16739 1.27414 -1.08761
C: -2.07376 0.57144 -0.23239
C: -1.94346 1.03364 1.10403
C: -2.92840 0.73627 2.22143
C: -2.90743 -0.73791 2.63415
C: -2.66189 1.60510 3.44985
C: -4.33075 1.08113 1.69424
C: -1.33607 1.19583 -2.61256
C: -2.35894 0.10258 -2.96258
C: -1.95654 2.52922 -3.06862
C: -0.06402 0.90183 -3.44605
C: 0.60681 3.29385 -0.46833
C: 1.63208 3.40215 0.67147
C: 1.41880 3.18952 -1.75631
C: -0.20317 4.60190 -0.48736
H: -0.55096 2.49302 1.97107
H: -2.79598 -0.16001 -0.55637
H: -2.00933 -0.95723 3.21935
H: -2.94149 -1.39937 1.76579
H: -3.76633 -0.96977 3.26798
H: -1.67739 1.41230 3.87334
H: -3.40729 1.39700 4.22041
H: -2.72408 2.66624 3.20117
H: -4.61344 0.43231 0.86406
H: -4.36454 2.11315 1.34063
H: -5.07257 0.96230 2.48738
H: -3.35147 0.33165 -2.57075
H: -2.04784 -0.87148 -2.57999
H: -2.44172 0.03493 -4.04910
H: -2.84050 2.76910 -2.47334
H: -2.25593 2.45952 -4.11724
H: -1.25314 3.35549 -2.97945
H: 0.83994 0.87421 -2.85458
H: 0.06123 1.64498 -4.23636
H: -0.14600 -0.07137 -3.93214
H: 2.27697 2.52374 0.70210
H: 1.16855 3.52611 1.65041
H: 2.26593 4.27496 0.49968
H: 2.01740 2.27641 -1.77275
H: 2.10481 4.03802 -1.81439
H: 0.79836 3.20813 -2.64769
H: -0.72105 4.74628 0.46314
H: -0.95477 4.59594 -1.27642
H: 0.45676 5.45812 -0.64974
Br: 0.97954 0.66059 3.72949
C: 2.28699 0.35190 2.40599
C: 3.61674 0.39642 2.79884
C: 4.58437 0.10930 1.85641
C: 4.18419 -0.23730 0.57608
C: 2.83796 -0.24550 0.28393
N: 1.88070 0.07901 1.17661
C: 2.34420 -0.70715 -1.07178
O: 3.13394 -1.09138 -1.91551
O: 1.06486 -0.66775 -1.17711
H: 3.87137 0.63849 3.81951
H: 5.63138 0.13583 2.12779
H: 4.87611 -0.51657 -0.20531
N: -0.18289 -1.91611 1.10095
C: 0.95895 -2.73099 1.37438
C: 1.41416 -2.87303 2.68121
C: 2.56001 -3.60619 2.94710
C: 3.25582 -4.21851 1.91343
C: 2.78498 -4.09827 0.61485
C: 1.64369 -3.35863 0.34157
H: -0.72231 -1.79426 1.94910
H: -0.77986 -2.35221 0.39156
H: 0.87268 -2.39982 3.49288
H: 2.90433 -3.70385 3.96893
H: 4.14955 -4.79229 2.12007
H: 3.30912 -4.57596 -0.20311
H: 1.29071 -3.26497 -0.67482
N: 0.11308 -2.73718 -2.84319
C: -0.85482 -3.47882 -2.28325
O: -1.49214 -3.13088 -1.29477
C: -1.14443 -4.80474 -2.95129
I: 0.20969 -6.28976 -2.21706
H: 0.44636 -1.90055 -2.35173
H: 0.68054 -3.11366 -3.58262
H: -1.01705 -4.77610 -4.02896
H: -2.14305 -5.12849 -2.68319

Computed properties:
LUMO level (alpha / beta): 0.083 / 0.086 eV
E: -152924.1772 eV
spin multiplicity: 2

Atom charges from the Löwdin analysis, given in e for atoms 1 to 8: Mn 0.59; C -0.08; C -0.18; C -0.17; C -0.08; C -0.23; C -0.54; C -0.04

***

The following is a DFT calculation (wB97M-V/def2-TZVPD) of a structure of composition C31H43Cl2OP3SSn.

Cartesian coordinates (Å):
P: -3.44514 -2.18724 -0.55579
C: -4.42428 -0.71256 -0.82912
C: -5.22298 -0.69539 -1.99671
H: -5.08083 -1.48720 -2.74033
C: -6.19532 0.28885 -2.14752
H: -6.81048 0.31569 -3.04587
C: -6.38503 1.23226 -1.12983
H: -7.18866 1.96393 -1.22616
C: -5.55989 1.25322 -0.00006
H: -5.70005 2.01577 0.76801
C: -4.55431 0.29401 0.15257
H: -3.88475 0.31051 1.01009
C: -1.91107 -2.22131 -1.47636
C: -1.59430 -1.25793 -2.45839
H: -2.10740 -0.29643 -2.46783
C: -0.62054 -1.54307 -3.40874
H: -0.40431 -0.82924 -4.20366
C: 0.07913 -2.75656 -3.35348
H: 0.81769 -2.99672 -4.11502
C: -0.14801 -3.66559 -2.30593
H: 0.42391 -4.59147 -2.24328
C: -1.11523 -3.38460 -1.34887
H: -1.29688 -4.07582 -0.51935
C: -3.20704 -2.58053 1.16214
C: -4.03338 -3.60220 1.70062
H: -4.83342 -4.00797 1.07459
C: -3.78696 -4.07392 2.98027
H: -4.40346 -4.85951 3.40742
C: -2.73131 -3.53587 3.72454
H: -2.52976 -3.93398 4.71286
C: -1.94562 -2.49218 3.21847
H: -1.14690 -2.06012 3.83726
C: -2.18237 -1.99297 1.93482
H: -1.62059 -1.13142 1.54418
Sn: 1.35999 2.71537 0.94390
C: 2.89380 1.14922 0.51694
C: 2.65226 -0.08656 0.08816
H: 3.91657 1.51969 0.72425
C: 1.24917 -0.72395 0.05713
O: 1.17119 -1.59591 1.22733
H: 0.23171 -1.84660 1.38930
C: 0.17660 0.24695 0.16782
H: 1.07519 -1.26628 -0.89462
C: -0.14791 1.44039 0.48759
Cl: 3.29169 3.95742 1.64169
Cl: -0.17150 4.61751 1.28825
P: 1.35164 3.60676 -1.54771
C: 1.56367 5.39407 -1.79015
H: 2.60342 5.66494 -1.55931
H: 0.89102 5.92705 -1.10239
H: 1.32837 5.63858 -2.83774
C: 2.53787 2.78950 -2.65635
H: 2.32567 1.71345 -2.71759
H: 3.55452 2.91836 -2.26132
H: 2.48040 3.23266 -3.66089
C: -0.28935 3.20184 -2.22834
H: -1.05927 3.44308 -1.48531
H: -0.35806 2.13184 -2.46553
H: -0.46435 3.79555 -3.13508
P: 4.03363 -1.20144 -0.36117
C: 5.59767 -0.37409 -0.63129
C: 3.50117 -1.99195 -1.87524
H: 5.83062 0.33937 0.17129
H: 5.59426 0.16305 -1.59026
H: 6.38393 -1.14463 -0.66532
H: 2.52612 -2.46430 -1.72088
H: 4.25311 -2.74442 -2.14432
H: 3.41414 -1.22823 -2.65825
C: 4.22469 -2.42679 0.92768
H: 4.73404 -1.98470 1.79279
H: 4.81520 -3.25855 0.52133
H: 3.22690 -2.75439 1.24019
H: -1.16939 1.80461 0.55109
C: 1.90921 0.79473 4.04145
S: 0.63729 1.97261 3.53958
C: 1.10739 3.42634 4.51096
H: 2.11986 0.13228 3.19431
H: 1.49570 0.20281 4.86827
H: 2.81508 1.32466 4.35634
H: 1.61161 3.10032 5.42731
H: 1.74406 4.07462 3.89960
H: 0.17891 3.95071 4.75896

Computed properties:
LUMO level: -7.993 eV
E: -104454.2894 eV
charge: +2

Atom charges from the Löwdin analysis, given in e for atoms 1 to 8: P 1.08; C -0.40; C -0.10; H 0.11; C -0.07; H 0.11; C -0.07; H 0.11

***

The following is a DFT calculation (wB97M-V/def2-TZVPD) of a structure of composition C31H44BrIrN3OP2.

Cartesian coordinates (Å):
C: -2.40861 -5.79520 0.37835
C: -2.21935 -5.19163 -0.87155
C: -3.31884 -5.13992 -1.74492
C: -4.54273 -5.68591 -1.32690
N: -4.70270 -6.25094 -0.12626
C: -3.66466 -6.30620 0.70853
C: -0.93758 -4.65720 -1.24373
C: 0.13740 -4.10315 -1.46717
C: 1.26469 -3.22872 -1.44307
C: 2.04051 -3.16134 -0.25672
C: 2.65950 -1.95206 0.04942
C: 2.33449 -0.87444 -0.80801
C: 2.06708 -1.07933 -2.18424
C: 1.46234 -2.28776 -2.49717
Ir: 2.02009 0.69467 0.25769
P: -0.19929 0.12147 0.68150
H: -3.21916 -4.73494 -2.74844
H: -1.57905 -5.89895 1.06404
H: -5.41775 -5.66606 -1.98721
H: -3.83240 -6.77471 1.67962
H: 1.05744 -2.49949 -3.49556
H: 2.06488 -4.01263 0.43935
H: 2.38598 -0.34804 -2.91555
H: 3.41500 -1.83849 0.83808
C: -1.08331 1.58182 1.38868
C: -2.61412 1.61715 1.41182
H: -0.69850 2.45853 0.84585
H: -0.70732 1.69194 2.41687
H: -2.92917 2.58415 1.82881
H: -3.06269 1.54001 0.41474
H: -3.05423 0.85026 2.06082
C: -1.22674 -0.68894 -0.64161
C: -2.55667 -1.36048 -0.27024
H: -0.56258 -1.43505 -1.10919
H: -1.40401 0.08590 -1.39907
H: -3.09108 -1.62764 -1.19207
H: -2.40542 -2.29817 0.27818
H: -3.22779 -0.71763 0.31195
C: -0.34061 -1.24447 1.92945
C: -1.47991 -1.16561 2.94112
H: 0.62078 -1.27432 2.45642
H: -0.39282 -2.17163 1.33857
H: -1.33311 -1.95719 3.68626
H: -1.48236 -0.21160 3.47971
H: -2.47722 -1.33098 2.51230
Br: 2.71665 3.04520 0.30891
P: 0.34872 2.38053 -2.19504
C: -1.46504 2.65011 -2.05743
C: -1.99291 3.85412 -2.81944
H: -1.65893 2.76345 -0.97987
H: -1.98205 1.73257 -2.37769
H: -3.08650 3.87982 -2.74488
H: -1.61787 4.79472 -2.40586
H: -1.73546 3.80544 -3.88262
C: 1.13927 4.00212 -2.48860
C: 1.71213 4.27285 -3.86568
H: 1.96162 4.01149 -1.74864
H: 0.44837 4.80279 -2.19538
H: 2.36330 5.15402 -3.83091
H: 2.31906 3.44826 -4.24655
H: 0.92012 4.47944 -4.59019
C: 0.55895 1.33865 -3.69531
C: -0.26900 1.69539 -4.91915
H: 0.31836 0.31680 -3.37109
H: 1.63099 1.33661 -3.93058
H: -0.09416 0.95395 -5.71182
H: -1.34205 1.68683 -4.70076
H: -0.01042 2.67723 -5.33346
N: 4.01754 2.82417 6.57250
C: 4.10721 1.55413 6.02884
O: 4.80951 0.67445 6.49643
C: 3.31152 1.36318 4.78044
C: 2.65811 2.40540 4.10414
C: 1.95892 2.10791 2.93924
N: 2.21501 0.93804 2.28861
C: 2.74694 -0.10479 2.95677
C: 3.32622 0.08705 4.19821
H: 4.39287 2.90255 7.50824
H: 3.28079 3.43738 6.30813
H: 2.72733 3.45805 4.39258
H: 1.30275 2.81666 2.43368
H: 2.73982 -1.06739 2.45154
H: 3.86394 -0.73426 4.65323

Computed properties:
LUMO level (alpha / beta): -12.328 / -14.516 eV
E: -130790.7975 eV
charge: +4
spin multiplicity: 6

Atom charges from the Löwdin analysis, given in e for atoms 1 to 8: C 0.05; C -0.19; C 0.06; C 0.02; N 0.33; C 0.01; C 0.12; C 0.11

***

The following is a DFT calculation (wB97M-V/def2-TZVPD) of a structure of composition C31H44BrN3NiOP2.

Cartesian coordinates (Å):
C: -2.77304 -4.68041 0.34157
C: -1.45945 -5.10629 0.02501
C: -1.32354 -6.46876 -0.30604
C: -2.43139 -7.32085 -0.19385
N: -3.65653 -6.91501 0.16069
C: -3.81272 -5.61269 0.42844
C: -0.36390 -4.21283 0.26333
C: -0.23343 -3.00972 0.78820
C: -0.64639 -1.80949 1.37544
C: -1.08596 -0.72713 0.57435
C: -0.84914 0.56409 1.01138
C: -0.13242 0.81856 2.20038
C: 0.08746 -0.24844 3.10704
C: -0.19237 -1.54799 2.70071
Ni: 1.34440 -3.77002 0.54824
P: 0.25534 1.55308 -1.90932
H: -0.36075 -6.88602 -0.58100
H: -2.99870 -3.65139 0.60955
H: -2.32585 -8.38586 -0.38704
H: -4.81497 -5.30825 0.73829
H: 0.04378 -2.40678 3.33019
H: -1.51739 -0.90952 -0.41335
H: 0.45932 -0.07230 4.11768
H: -1.22195 1.42085 0.43800
C: 1.49652 2.92107 -1.80782
C: 2.38231 3.19420 -3.02178
H: 2.11702 2.65569 -0.93469
H: 0.92847 3.82327 -1.52855
H: 3.01224 4.06717 -2.80674
H: 3.05249 2.35396 -3.24277
H: 1.80187 3.42433 -3.92428
C: 0.88573 0.46093 -3.26382
C: -0.09113 -0.65698 -3.63205
H: 1.82747 0.01750 -2.89864
H: 1.12389 1.08607 -4.13900
H: 0.40229 -1.33383 -4.34509
H: -0.38220 -1.24728 -2.74704
H: -1.00146 -0.26164 -4.10766
C: -1.19514 2.39128 -2.69219
C: -0.97577 3.07911 -4.03587
H: -1.55617 3.11309 -1.94199
H: -1.97121 1.61495 -2.78492
H: -1.94854 3.41889 -4.41329
H: -0.33510 3.96418 -3.95007
H: -0.54992 2.40875 -4.79267
Br: 0.52221 2.45937 2.57524
P: 3.72359 -2.10329 0.72529
C: 2.99908 -1.50217 -0.81569
C: 4.01173 -0.59657 -1.51835
H: 2.07291 -0.98658 -0.53181
H: 2.74770 -2.37737 -1.43250
H: 3.58443 -0.11396 -2.39656
H: 4.39147 0.19248 -0.86270
H: 4.87511 -1.18024 -1.85441
C: 3.60440 -0.63376 1.79573
C: 4.65179 -0.67106 2.90743
H: 2.58262 -0.63159 2.20153
H: 3.72304 0.28245 1.19822
H: 4.54577 0.19508 3.56716
H: 4.54312 -1.57009 3.51935
H: 5.66468 -0.64877 2.49392
C: 2.96384 -3.43267 1.64944
C: 3.13315 -4.74015 0.79282
H: 1.92380 -3.00801 1.94066
H: 3.51087 -3.54617 2.59064
H: 2.21652 -5.18025 0.27875
H: 3.86787 -4.56844 -0.00029
H: 3.50006 -5.55345 1.42265
N: -5.07537 7.21515 2.18685
C: -5.17030 5.91737 2.60464
O: -6.06691 5.52760 3.34433
C: -4.14285 4.96699 2.04327
C: -3.23589 5.30885 1.02487
C: -2.34223 4.33034 0.55896
N: -2.36253 3.07484 1.00733
C: -3.19123 2.74360 2.00059
C: -4.11132 3.65230 2.53607
H: -5.70856 7.87246 2.62957
H: -4.22915 7.59708 1.78795
H: -3.20736 6.29639 0.56735
H: -1.60180 4.57281 -0.20925
H: -3.13960 1.72287 2.39226
H: -4.78877 3.31501 3.32175

Computed properties:
LUMO level (alpha / beta): -6.102 / -9.053 eV
E: -169021.6562 eV
charge: +2
spin multiplicity: 3

Atom charges from the Löwdin analysis, given in e for atoms 1 to 8: C 0.00; C -0.22; C 0.00; C -0.11; N 0.09; C -0.11; C -0.05; C -0.11

***

The following is a DFT calculation (wB97M-V/def2-TZVPD) of a structure of composition C31H44BrN3OP2Pb.

Cartesian coordinates (Å):
C: -0.40610 -3.40283 -3.07075
C: 0.80929 -3.11102 -2.41662
C: 1.85949 -2.53978 -3.16662
C: 1.70913 -2.46474 -4.55516
N: 0.57863 -2.81435 -5.17296
C: -0.44969 -3.28524 -4.46349
C: 0.95150 -3.34840 -1.00352
C: 0.90275 -3.16266 0.21742
C: 1.06689 -3.39088 1.62735
C: 0.74500 -2.45517 2.63065
C: 1.05005 -2.68418 3.96757
C: 1.63746 -3.88132 4.32548
C: 1.91003 -4.88296 3.37453
C: 1.62261 -4.61946 2.02949
Pb: -0.20893 -0.23348 0.64824
P: -0.85650 1.06444 -2.02297
H: 2.76160 -2.16933 -2.68465
H: -1.28882 -3.70263 -2.51016
H: 2.53663 -2.10805 -5.17710
H: -1.34937 -3.58373 -5.01086
H: 1.83995 -5.36195 1.27129
H: 0.21104 -1.50548 2.49774
H: 2.34020 -5.82319 3.67384
H: 0.80960 -1.90123 4.68664
C: -1.48652 2.79968 -1.89672
C: -1.33051 3.73569 -3.09076
H: -0.96226 3.22680 -1.02554
H: -2.54765 2.71287 -1.61877
H: -1.68958 4.72743 -2.79066
H: -0.28667 3.84836 -3.40455
H: -1.93296 3.43299 -3.95653
C: 0.52213 1.17467 -3.24699
C: 0.20649 1.12570 -4.73715
H: 1.19033 0.33661 -2.99205
H: 1.06912 2.09803 -3.00837
H: 1.14526 1.24296 -5.29299
H: -0.22113 0.16321 -5.04309
H: -0.45410 1.93512 -5.07177
C: -2.18873 0.17453 -2.94379
C: -3.03826 0.96747 -3.93423
H: -2.83965 -0.25707 -2.16468
H: -1.69927 -0.67266 -3.44659
H: -3.80264 0.29207 -4.33995
H: -3.55990 1.80833 -3.46041
H: -2.46356 1.34145 -4.79252
Br: 2.05634 -4.11369 6.16639
P: 2.14873 1.36424 1.15354
C: 2.64183 2.69096 -0.01055
C: 3.42659 3.84931 0.60231
H: 1.70142 3.06123 -0.46298
H: 3.21877 2.21313 -0.81968
H: 3.57986 4.60428 -0.17813
H: 2.87579 4.33011 1.42166
H: 4.42394 3.54889 0.95616
C: 1.92523 2.09762 2.82706
C: 3.17540 2.19935 3.70095
H: 1.16368 1.47682 3.33941
H: 1.47343 3.09399 2.67809
H: 2.86515 2.59146 4.67844
H: 3.63984 1.21729 3.87260
H: 3.92298 2.89867 3.29497
C: 3.52471 0.15268 1.25315
C: 4.92892 0.71019 1.04210
H: 3.30821 -0.61442 0.48678
H: 3.44961 -0.35607 2.22787
H: 5.63320 -0.12914 1.05584
H: 5.03384 1.20381 0.06926
H: 5.24165 1.39899 1.83731
N: -7.02988 -1.01628 3.40806
C: -6.06987 -0.13303 3.80479
O: -6.23425 0.63377 4.74983
C: -4.81079 -0.14160 2.99545
C: -4.58495 -0.96843 1.88443
C: -3.37413 -0.92036 1.21169
N: -2.37984 -0.06092 1.57845
C: -2.58937 0.75460 2.65294
C: -3.77551 0.73029 3.36525
H: -7.86785 -1.07555 3.96757
H: -6.87777 -1.73610 2.71782
H: -5.34557 -1.65617 1.52897
H: -3.16307 -1.56680 0.35761
H: -1.76804 1.42674 2.92740
H: -3.90059 1.39356 4.21993

Computed properties:
LUMO level: -6.612 eV
E: -133231.4615 eV
charge: +2

Atom charges from the Löwdin analysis, given in e for atoms 1 to 8: C -0.02; C -0.24; C -0.02; C -0.13; N 0.07; C -0.13; C 0.05; C -0.06